The following is a DFT calculation (ωB97M-V/def2-TZVPD) of a 2-piece molecular cluster, C10H16 overall at a distorted geometry.

Relative energy (zero: lowest compared OMol25 entry of this formula, charge and spin) = 23.5 kcal per mole
Total charge = 0
LUMO = 1.017 eV

Geometry as XYZ:
```
26
Properties=species:S:1:pos:R:3:forces:R:3
C 2.03596 -3.68437 -0.93376 0.9407 -0.4710 -0.3225
C 1.95553 -2.20895 -0.68788 -0.3174 -0.0434 0.0206
C 1.59875 -1.35012 -1.71780 -0.1810 1.0066 -0.4415
C 1.18940 -0.04264 -1.44724 -0.1903 -0.4237 0.7731
C 1.22843 0.41768 -0.13442 -0.4710 0.0881 -0.1557
C 1.79334 -0.35106 0.86471 0.2450 -0.5271 0.1387
C 2.11043 -1.66762 0.59108 0.3220 -0.4523 -0.1256
H 2.67398 -4.18329 -0.20054 -0.0943 0.0535 0.0656
H 2.48399 -3.89430 -1.91134 -0.0518 0.0852 0.0558
H 1.07722 -4.20295 -0.93658 -0.1881 0.2898 0.1547
H 1.58646 -1.60533 -2.77452 -0.0668 -0.6415 0.2529
H 0.70634 0.54588 -2.21870 0.2377 0.0546 -0.0142
H 0.63505 1.26590 0.15523 0.7253 0.6369 -0.1835
H 1.97509 -0.00342 1.87693 -0.3715 0.2308 -0.1356
H 2.47860 -2.29975 1.39655 -0.0869 0.0023 -0.1334
C -2.21702 3.22020 0.00994 -1.1070 -0.4878 0.2774
C -2.05902 1.72897 0.34919 0.6475 -0.1905 0.2861
C -2.57367 1.23215 1.70383 -0.6456 2.4821 0.8945
H -1.33243 3.77481 0.31041 -0.1686 0.2895 -0.0072
H -2.43634 3.36065 -1.05040 0.4961 -0.0123 -0.0521
H -3.12722 3.59839 0.49027 0.2979 0.2669 0.2354
H -0.97364 1.57804 0.37128 -0.6406 -0.5528 -0.5776
H -2.56314 1.12018 -0.40380 0.4289 0.0026 -0.1856
H -2.83737 0.18391 1.74471 0.1463 -0.0778 0.1104
H -3.42433 1.87811 1.98727 -0.6412 -0.7446 -0.5331
H -1.98440 1.58891 2.56555 0.7347 -0.8637 -0.3980
```
Positions in Å, forces in eV/Å.

Results of the Löwdin charge analysis, in e, for atoms 1 through 2:
1. C -0.0609
2. C -0.2845

---

The following is a DFT calculation (ωB97M-V/def2-TZVPD) of a 2-piece molecular cluster, C10H16 overall at a distorted geometry.

Relative energy (zero: lowest compared OMol25 entry of this formula, charge and spin) = 22.3 kcal per mole
Total charge = 0
LUMO = 1.046 eV

Geometry as XYZ:
```
26
Properties=species:S:1:pos:R:3:forces:R:3
C 1.56752 0.57845 -2.37570 -0.3395 -0.1325 0.0697
C 0.47066 -0.36493 -1.90383 -0.2466 1.7355 -0.9820
C -0.52245 0.08672 -1.04374 -1.6816 -0.7001 -0.0031
C -1.59693 -0.77034 -0.72873 0.4201 -0.4161 -0.1186
C -1.55690 -2.10259 -1.12015 0.3403 0.0376 -0.7218
C -0.50539 -2.53399 -1.93389 0.0678 -0.2632 0.3447
C 0.37041 -1.61812 -2.48698 1.3291 -0.4490 1.5809
H 1.21978 1.60306 -2.45113 -0.2162 0.1953 0.1724
H 1.86729 0.30907 -3.39141 0.3434 -0.1330 0.2636
H 2.40761 0.58723 -1.67425 0.0711 -0.1498 -0.2871
H -0.67662 1.11543 -0.73780 0.7538 0.0681 0.0573
H -2.44295 -0.45503 -0.13278 0.0705 0.3105 -0.0280
H -2.35215 -2.81486 -0.94048 0.0267 0.1260 0.5872
H -0.24692 -3.58980 -1.95465 -0.5889 -0.0380 -0.7920
H 1.23510 -1.92218 -3.07210 -0.3451 -0.2353 -0.2193
C 0.91893 2.02345 2.12430 1.4472 -1.5154 0.2517
C 0.45586 0.59325 2.47840 -1.5506 0.3045 0.3495
C -1.10698 0.57933 2.48960 1.3365 -0.6939 0.1989
H 1.30188 2.56470 2.99166 -0.7386 0.3160 0.0188
H 1.82895 1.89629 1.53205 -0.1539 0.3610 -0.4123
H 0.13943 2.50118 1.54394 0.1192 0.5037 0.0966
H 0.85501 -0.15168 1.79639 -0.1113 0.0282 -0.3481
H 0.72244 0.22275 3.47126 0.4652 0.4486 0.0406
H -1.43194 1.29347 3.24733 -0.2785 0.0155 -0.2056
H -1.49999 0.79299 1.50264 -0.1803 0.2889 0.0207
H -1.42168 -0.42387 2.77005 -0.3597 -0.0132 0.0652
```
Positions in Å, forces in eV/Å.

Results of the Löwdin charge analysis, in e, for atoms 1 through 2:
1. C -0.0499
2. C -0.2818

---

The following is a DFT calculation (ωB97M-V/def2-TZVPD) of a 2-piece molecular cluster, C10H16 overall at a distorted geometry.

2S+1 = 2
⟨S²⟩ = 0.77
Relative energy (zero: lowest compared OMol25 entry of this formula, charge and spin) = 30.5 kcal per mole
Total charge = +1
LUMO (alpha / beta) = -4.394 / -8.398 eV

Geometry as XYZ:
```
26
Properties=species:S:1:pos:R:3:forces:R:3
C 0.88258 -1.04555 0.82932 0.4742 -0.9902 -0.8047
C 1.15401 -1.54122 2.25061 1.0658 1.2234 -0.1158
C -0.57170 -0.83676 0.54229 -0.7712 1.8165 -0.2947
C -1.61429 -1.08297 1.46208 0.2899 -0.4836 0.0718
C -1.05077 -0.15101 -0.56936 0.8017 -0.9870 -0.5665
C -2.95156 -0.64705 1.24141 -2.6501 -0.3860 0.1506
C -2.38776 0.27957 -0.77225 -1.4058 -0.7623 -0.6063
C -3.43910 0.02908 0.15961 2.6531 0.5802 0.7056
H 1.45288 -0.17091 0.50916 -0.3402 0.5748 0.7422
H 1.35560 -1.69881 0.07251 -0.6684 -0.5526 0.2925
H 0.49226 -2.34587 2.54819 0.1787 -0.0922 0.1691
H -1.45298 -1.69885 2.33806 0.0920 0.1692 0.0592
H -0.44438 -0.11779 -1.46680 0.4191 0.5034 0.1930
H -3.76300 -0.98274 1.88842 0.6774 -0.0227 0.5702
H -2.66650 0.56335 -1.78324 0.2372 0.4760 0.1097
H -4.43560 0.43597 0.14167 -0.1337 -0.2366 -0.4450
H 1.15907 -0.69497 2.94875 -0.8287 -0.1742 0.0626
H 2.20114 -1.81774 2.35857 -0.0630 -0.6481 -0.3137
C 1.91780 2.15740 -1.18856 -1.4485 -0.5591 -1.8213
C 2.19204 1.20401 -2.39799 -0.8408 0.3163 0.1117
H 2.22351 3.13508 -1.53683 0.7527 0.2553 0.8988
H 0.83613 2.31675 -1.10788 -0.0623 -0.2740 0.3271
H 2.27333 1.76017 -0.25246 0.5365 0.4921 0.2422
H 2.62576 0.25016 -2.10074 0.6304 0.2755 -0.2305
H 2.71423 1.78768 -3.15524 0.7380 -0.6298 0.1394
H 1.29730 0.91305 -2.95927 -0.3339 0.1158 0.3528
```
Positions in Å, forces in eV/Å.

Results of the Löwdin charge analysis, in e, for atoms 1 through 2:
1. C -0.1764
2. C -0.0769

---

The following is a DFT calculation (ωB97M-V/def2-TZVPD) of a 2-piece molecular cluster, C10H16 overall at a distorted geometry.

2S+1 = 2
⟨S²⟩ = 0.77
Relative energy (zero: lowest compared OMol25 entry of this formula, charge and spin) = 19.3 kcal per mole
Total charge = +1
LUMO (alpha / beta) = -4.590 / -8.095 eV

Geometry as XYZ:
```
26
Properties=species:S:1:pos:R:3:forces:R:3
C 0.79260 0.92798 2.89231 -1.0261 -1.0491 -0.9801
C 2.16263 0.48903 2.40987 -0.0085 -0.3456 -0.8800
H 0.73098 1.56437 3.76544 0.2581 -0.2802 0.3414
H 0.19415 1.42542 2.12814 0.4819 0.5849 -0.3190
H 0.18116 0.01782 2.96155 0.0536 0.0874 0.9516
H 2.77141 1.35085 2.14397 0.4461 -0.2055 0.3527
H 2.11090 -0.13686 1.50052 -0.4529 0.4991 -0.1321
H 2.64241 -0.25582 3.04352 0.2499 0.7049 0.6659
C -0.28573 -2.02620 -1.34730 0.6347 -0.3065 -0.5792
C -1.72704 -2.27826 -1.94800 0.8024 -0.1811 1.6653
C -0.14110 -0.60837 -0.90907 -1.0554 -0.7426 -0.5462
C -1.18407 -0.04174 -0.07846 0.7865 1.2217 0.0284
C 0.73484 0.23791 -1.57344 -0.0794 0.5129 -0.5201
C -1.44368 1.33320 -0.17921 -0.2827 -1.2084 0.8900
C 0.56626 1.60148 -1.50719 0.8624 0.0235 0.5527
C -0.54355 2.16989 -0.80651 -0.4371 -0.6161 0.0144
H -0.06165 -2.80109 -0.61231 -0.3240 0.3906 0.6823
H 0.51994 -2.22842 -2.05758 -0.2801 0.1210 -0.3225
H -2.08003 -3.18579 -1.46189 -0.1060 -0.2261 -0.5173
H -1.60277 -0.69644 0.67484 -0.5696 0.1453 -0.1327
H 1.41799 -0.20778 -2.28480 0.3695 0.1672 0.2640
H -2.25898 1.76623 0.38095 -0.0582 -0.0310 0.0605
H 1.36253 2.23101 -1.88621 -0.3644 0.1685 -0.4302
H -0.75834 3.22210 -0.68636 0.5491 0.1961 -0.3555
H -1.71610 -2.35620 -3.02497 -0.1645 0.1889 -0.1030
H -2.38474 -1.51434 -1.53780 -0.2851 0.1804 -0.6514
```
Positions in Å, forces in eV/Å.

Results of the Löwdin charge analysis, in e, for atoms 1 through 2:
1. C -0.1630
2. C -0.1592

---

The following is a DFT calculation (ωB97M-V/def2-TZVPD) of C10H16BBr21IOPS as an isolated structure.

Total charge = 0
LUMO = -0.325 eV

Geometry as XYZ:
```
52
Properties=species:S:1:pos:R:3:forces:R:3
O -0.00606 -2.60872 1.57104 0.1269 0.0159 -0.1979
P 0.50047 -3.15732 0.26810 -0.4270 0.0194 0.5822
B -0.84548 -3.85855 -0.94518 -0.0890 0.0189 0.0181
S -0.58153 -5.44375 -1.75835 0.4167 0.3455 -0.2032
C -2.12082 -2.97938 -1.13633 0.1577 -0.0382 0.0420
C -3.23000 -3.62015 -0.23424 0.0181 0.2887 -0.3322
C -4.42178 -4.09673 -1.04677 0.0365 -0.2299 0.1098
I -5.70189 -2.48644 -1.61026 -0.0222 0.1011 -0.1122
H 1.08930 -2.17366 -0.56363 0.1252 -0.1183 -0.0630
H 1.53618 -4.09954 0.42452 0.0684 0.0218 -0.1759
H -1.13734 -5.05655 -2.92096 -0.3195 -0.2319 0.1431
H -2.45897 -2.95447 -2.17670 -0.0275 0.0035 0.0319
H -1.94433 -1.95037 -0.82006 -0.0570 -0.0019 -0.0865
H -3.54856 -2.86446 0.48229 0.0107 -0.1797 0.1572
H -2.86173 -4.47770 0.33887 0.0642 0.0668 -0.0044
H -4.12316 -4.57923 -1.97555 0.0072 -0.0054 0.0439
H -5.05062 -4.78369 -0.48633 -0.0097 0.0615 0.0200
C 0.12732 1.23999 -1.28100 0.0364 0.2011 -0.0282
Br -0.67512 0.48982 0.28720 -0.0464 -0.1225 0.0145
Br 1.96798 0.70122 -1.43834 -0.0082 -0.1284 -0.0354
Br -0.86047 0.84765 -2.87875 -0.1285 -0.1245 -0.0241
H 0.11663 2.31493 -1.15975 0.0535 -0.0038 -0.0362
C -0.99547 -4.57093 3.51060 -0.0170 -0.0501 0.0556
Br -0.48912 -5.19355 5.25195 -0.0063 -0.0088 -0.0158
Br -0.63615 -5.91089 2.16266 0.0177 -0.0273 -0.0128
Br -2.83556 -4.03948 3.45619 -0.1203 0.0524 0.0796
H -0.40683 -3.70003 3.24986 0.0229 -0.0320 -0.0609
C -0.35459 -1.47996 7.09153 0.0694 0.0688 -0.0487
Br -2.21972 -1.90779 7.23135 -0.0397 -0.0238 -0.0121
Br 0.74816 -2.83416 7.89463 0.0546 0.0293 0.0840
Br 0.15933 -1.13376 5.26812 -0.0324 -0.0688 -0.0689
H -0.18650 -0.56661 7.64401 -0.0270 -0.0228 0.0053
C -0.26269 4.36327 2.05575 0.0895 -0.0625 -0.0043
Br -2.14101 3.98321 2.08266 -0.0539 -0.0127 -0.0010
Br 0.76950 2.93709 2.82394 0.0270 0.0530 0.0962
Br 0.35379 4.75220 0.27001 -0.0799 0.1072 -0.0887
H -0.09826 5.25010 2.65129 0.0058 -0.0071 -0.0281
C 0.59135 3.93495 -5.32372 0.0197 0.0691 0.0173
Br 1.93235 2.98291 -4.33793 0.0640 -0.0432 0.0246
Br -0.31042 2.79094 -6.57707 -0.0148 -0.0111 -0.0207
Br -0.65033 4.80231 -4.13776 -0.0243 0.0185 0.0400
H 1.09070 4.70986 -5.89142 -0.0183 -0.0064 0.0082
C 4.75112 2.30279 1.61109 0.0275 0.0498 0.0360
Br 6.54820 1.80761 1.14253 0.0468 -0.0048 -0.0052
Br 3.94393 3.37966 0.23598 0.0404 0.0074 0.0680
Br 3.69869 0.75516 2.05043 -0.0267 -0.0244 -0.0093
H 4.80699 2.91464 2.50045 -0.0058 -0.0137 -0.0153
C 3.37260 7.14759 -4.97335 0.0175 0.0162 -0.0160
Br 3.31982 6.51341 -3.16136 0.0121 -0.0019 0.0420
Br 3.93788 5.77478 -6.19681 0.0216 -0.0165 -0.0115
Br 1.68319 7.89448 -5.50517 -0.0300 0.0079 -0.0105
H 4.10901 7.93729 -5.02026 -0.0265 -0.0017 0.0094
```
Positions in Å, forces in eV/Å.

Results of the Löwdin charge analysis, in e, for atoms 1 through 2:
1. O -0.5335
2. P 0.6582

---

The following is a DFT calculation (ωB97M-V/def2-TZVPD) of C10H16Cl2N2Tc as an isolated structure at a distorted geometry.

2S+1 = 4
⟨S²⟩ = 3.95
Total charge = 0
LUMO (alpha / beta) = 0.024 / -0.449 eV

Geometry as XYZ:
```
31
Properties=species:S:1:pos:R:3:forces:R:3
Tc 1.15960 -0.34723 0.59716 -2.8447 -1.4005 6.5161
Cl 0.54317 -2.52480 0.08017 0.2534 -0.2749 0.2084
Cl 1.68429 1.77435 1.63251 0.4969 -0.2083 -0.2120
C 2.67364 -0.16617 -0.52563 1.9100 1.0002 -2.4144
H 3.37991 0.67917 -0.63140 -0.6660 -0.2058 0.6801
H 3.07961 -0.95592 -1.18916 -0.8033 0.1355 0.3062
C -0.29649 0.63874 -0.51873 -2.6217 0.7246 1.8108
C 1.04685 0.42634 -1.19149 -0.2855 3.2581 -3.9048
H -0.75574 1.20970 0.44179 2.4463 -0.4240 -1.8690
C 0.92364 -0.32436 -2.50443 1.0119 -1.2548 -1.2256
H 1.11706 1.46319 -1.53379 1.8222 0.3478 0.5365
C -0.24634 -0.04754 -3.50174 0.6772 0.2048 0.4805
H 1.93961 -0.06772 -2.89326 -0.9463 -0.5240 -0.6504
H 0.93639 -1.40421 -2.29689 -0.0128 0.2742 -0.0776
C -1.51598 -0.02604 -2.66599 0.2448 0.2510 0.1992
H -0.09656 0.93716 -3.97482 -0.1230 -0.2235 0.0491
H -0.28239 -0.79975 -4.31641 0.2278 0.3105 0.5686
C -1.31205 1.04633 -1.57082 -1.6227 -0.9260 -0.6071
H -2.40881 0.18176 -3.26228 0.0762 -0.0318 0.0315
H -1.62478 -0.99740 -2.16436 -0.2009 0.1479 -0.1768
H -0.96012 1.98809 -2.08190 -0.2584 -0.6296 0.6676
H -2.30958 1.26382 -1.11359 0.8850 -0.0360 -0.1466
N -1.15927 0.22328 4.54295 1.4876 -1.3587 -2.8737
C -0.94313 -1.16384 4.58197 -0.5352 0.3980 1.0563
C -0.34362 -1.53124 3.43064 0.1753 0.4147 -0.6933
N -0.16931 -0.39372 2.67923 0.3425 0.8156 -1.2982
C -0.65983 0.65678 3.32453 -0.0024 -1.7908 1.0012
H -1.55500 0.83381 5.19438 -0.6391 0.5261 1.2064
H -1.21536 -1.77410 5.42615 -0.1034 0.1902 0.0665
H -0.00366 -2.49031 3.00495 -0.3920 0.6463 0.6635
H -0.62575 1.69186 3.00025 0.0002 -0.3570 0.1013
```
Positions in Å, forces in eV/Å.

Results of the Löwdin charge analysis, in e, for atoms 1 through 2:
1. Tc 0.9683
2. Cl -0.0456